{"formula": "C4H13N2O2", "method": "wB97M-V/def2-TZVPD", "symbols": ["O", "O", "N", "N", "C", "C", "C", "C", "H", "H", "H", "H", "H", "H", "H", "H", "H", "H", "H", "H", "H"], "coordinates": [[2.479, 0.542, 0.257], [-0.326, 1.879, -0.010], [0.512, -0.406, 1.391], [-0.264, -1.867, -0.221], [1.817, -0.065, -0.836], [-0.867, 0.590, -0.390], [0.086, -0.532, 0.018], [-2.350, 0.340, 0.134], [1.711, 0.509, -1.651], [2.161, -0.941, -1.219], [-2.366, 0.758, 1.066], [0.862, -1.203, 1.899], [-3.124, 0.929, -0.442], [0.356, -2.555, 0.077], [-0.783, 0.673, -1.525], [2.449, 1.440, 0.010], [-0.369, 2.329, -0.860], [-0.630, -2.059, -1.197], [1.166, 0.317, 1.388], [-2.433, -0.648, -0.023], [-0.085, -0.027, 2.134]], "forces_ev_per_a": [[0.5, -1.6, -1.2], [-0.1, -1.0, 0.0], [-2.0, -0.1, 2.7], [-3.0, 0.9, -2.4], [-3.6, -0.5, 5.4], [-1.1, 0.5, -1.7], [3.1, 0.5, -2.6], [1.8, 3.8, -3.6], [-0.9, 2.8, -2.6], [1.5, -2.9, 0.0], [-0.3, 0.3, 2.9], [0.7, -0.8, -0.6], [1.0, -0.7, 0.3], [1.3, -1.2, 0.4], [-0.7, -1.1, 1.2], [0.4, 2.0, 0.1], [0.2, 0.7, 0.5], [0.7, 0.3, 1.8], [2.9, 1.6, -0.3], [-1.2, -3.5, 0.3], [-1.4, 0.0, -0.7]], "nbo_charge": [-0.71, -0.73, -0.70, -0.85, -0.06, 0.07, 0.26, -0.63, 0.17, 0.18, 0.22, 0.44, 0.24, 0.39, 0.19, 0.50, 0.49, 0.41, 0.46, 0.22, 0.44], "e_tot_ha": -419.849465, "charge": 1, "homo_energy_ha": -0.4750}

---

{"formula": "C10H7OP", "method": "wB97M-V/def2-TZVPD", "symbols": ["P", "O", "C", "C", "C", "C", "C", "C", "C", "C", "C", "C", "H", "H", "H", "H", "H", "H", "H"], "coordinates": [[1.718, 0.525, -0.549], [3.062, -0.014, -0.522], [-0.282, -2.379, 1.518], [-0.074, 1.406, -3.454], [-0.977, -0.052, 0.186], [1.214, 3.332, 0.391], [-1.583, -1.909, 1.461], [0.929, 1.236, -2.771], [1.490, 2.227, 0.022], [0.368, -0.499, 0.262], [0.742, -1.615, 0.971], [-1.933, -0.754, 0.813], [-1.401, 0.726, -0.519], [-0.146, -3.388, 1.899], [-0.720, 1.630, -4.228], [-2.888, -0.383, 0.847], [1.788, -1.943, 0.946], [1.182, 4.288, 0.742], [-2.487, -2.431, 1.983]], "forces_ev_per_a": [[-2.7, 2.1, -1.8], [0.6, -0.4, 0.0], [-0.6, -0.5, 0.1], [2.1, -0.3, 1.2], [1.0, 1.2, -2.3], [0.6, -1.6, -0.5], [-2.2, -1.6, 1.8], [-0.3, -1.4, 2.9], [0.0, -1.8, -0.4], [0.2, 2.4, -1.4], [0.4, -0.7, -0.5], [1.3, -0.8, 0.8], [1.5, -0.4, 1.0], [0.4, 0.3, 0.3], [-1.1, 0.3, -1.0], [-2.3, 0.5, -0.1], [-0.5, 0.1, 0.2], [-0.4, 2.0, 0.7], [2.1, 0.5, -1.0]], "nbo_charge": [1.92, -1.01, -0.22, -0.36, -0.18, -0.10, -0.17, -0.29, -0.43, -0.39, -0.18, -0.21, 0.25, 0.23, 0.22, 0.21, 0.25, 0.23, 0.22], "e_tot_ha": -801.634312, "charge": 0, "homo_energy_ha": -0.3612}

---

Question: Which formula does entry 2 have?
Answer: C10H7OP